C24H96MnO42 | ωB97M-V/def2-TZVPD

```
! RIJCOSX wB97M-V def2-TZVPD def2/J DEFGRID3
* xyz 0 4
H 10.13 -26.69 7.98
C 11.53 -21.95 3.57
H 0.16 -20.93 3.32
O 2.68 -19.17 5.63
H 13.92 -18.91 7.47
C 7.43 -25.30 7.26
H 10.32 -23.43 2.42
H 8.34 -21.50 -2.81
O 11.13 -22.52 4.87
C 8.91 -25.27 7.62
H 3.59 -20.15 2.54
H 8.99 -25.22 8.75
H 8.44 -24.66 4.42
O 5.94 -25.52 -1.17
C 3.93 -21.71 8.58
H 7.24 -25.04 6.22
O 3.65 -27.54 2.50
H 12.23 -20.51 6.85
H 5.97 -22.41 -0.50
C 6.47 -21.73 5.00
O 6.79 -29.69 4.89
H 3.36 -27.70 3.43
C 5.00 -18.56 5.79
H 5.48 -29.24 7.69
H 3.34 -20.37 -1.12
H 6.59 -18.41 2.90
H 3.33 -17.13 5.71
O 5.59 -20.63 -1.38
H 4.82 -30.70 10.61
C 5.13 -21.96 -1.01
H 2.46 -20.87 1.92
H 15.70 -20.99 6.63
C 7.61 -21.12 5.61
H 6.11 -29.16 4.48
O 7.48 -21.84 -3.03
C 0.03 -27.73 5.59
C 11.16 -22.76 2.28
H 8.45 -20.97 4.97
H 7.66 -22.83 -3.08
H 3.44 -22.88 0.03
H 11.00 -21.01 3.51
H 10.09 -23.21 -1.52
H 5.02 -25.55 -0.88
O 1.86 -23.76 1.38
H 8.41 -25.33 0.81
H 1.70 -25.25 6.87
O 8.60 -23.75 4.69
C 14.19 -19.75 6.79
O 8.75 -27.31 1.55
H 13.22 -21.42 7.95
H 6.31 -30.07 6.74
H 7.44 -26.10 -4.10
H 5.06 -25.60 2.01
O 6.33 -21.92 3.80
H 7.94 -19.73 0.41
H 4.30 -20.64 10.44
H 3.55 -18.00 4.30
H 1.20 -23.16 1.72
H 10.58 -21.93 -0.92
H 6.37 -20.89 -1.92
H 4.96 -19.95 7.18
C 8.61 -28.09 4.58
H 12.07 -23.29 1.90
O 6.81 -26.53 7.59
H 6.62 -25.42 2.95
H 4.57 -26.86 5.26
C 7.97 -29.32 4.15
H 2.93 -22.30 4.40
H 0.93 -25.55 2.53
H 5.27 -19.41 5.17
H 4.20 -22.42 10.61
O 9.47 -26.55 7.27
O 10.88 -21.84 1.22
O 6.36 -29.66 7.60
H 12.77 -22.24 5.54
O 2.61 -22.00 5.29
C 13.22 -20.90 6.96
O 4.09 -22.88 8.06
O 13.57 -21.86 5.98
O 2.39 -27.10 5.51
H 5.62 -19.59 0.46
H 1.48 -27.07 2.67
H 7.35 -20.13 6.02
O 7.90 -26.85 4.28
O 4.06 -23.25 3.10
H 2.64 -24.82 0.08
H 7.57 -27.12 7.50
H 4.20 -21.32 0.73
H 2.63 -19.20 6.56
O 2.66 -20.23 2.55
H -0.66 -27.13 4.98
O 8.24 -24.70 -2.82
H 5.80 -27.71 1.75
O 3.35 -20.80 7.97
H 6.96 -26.98 4.46
H -0.56 -28.05 6.45
H 5.64 -21.75 9.78
O 2.87 -21.16 -0.87
O 6.02 -27.89 0.81
H 5.65 -17.74 5.64
O -0.05 -21.90 3.20
H 3.51 -28.44 2.11
C 4.80 -24.15 3.53
H 6.15 -24.17 1.88
C 6.65 -18.62 1.80
O 8.21 -20.53 2.42
O 8.27 -24.65 0.16
H 2.38 -21.04 5.23
H 6.91 -24.53 7.89
H 9.41 -27.98 1.76
H 3.19 -26.16 0.50
O 5.50 -19.45 1.43
H 6.95 -28.16 0.73
H 8.83 -18.74 1.51
H 3.42 -28.59 -1.06
H 4.59 -28.55 -0.09
H 3.07 -25.47 5.98
H 7.81 -23.26 4.35
O 5.25 -27.55 5.33
H 5.84 -27.18 6.05
H 0.12 -22.19 4.07
O 5.06 -18.98 7.17
O 10.37 -22.33 -1.78
Mn 4.09 -23.27 6.26
H 14.03 -19.26 5.77
O 5.59 -22.08 5.89
H 7.79 -29.39 3.10
C 5.71 -24.90 2.59
C 3.62 -18.12 5.34
C 3.87 -21.86 -0.15
H 5.96 -30.53 9.69
O 15.56 -20.09 7.04
H 0.37 -28.57 4.96
C 7.96 -19.45 1.52
O 4.86 -24.37 4.85
H 10.31 -23.03 4.88
C 1.24 -26.88 5.95
H 8.44 -24.80 -1.85
C 7.31 -25.80 -3.07
O 5.77 -30.90 10.54
H 6.60 -17.66 1.30
H 9.64 -27.91 4.26
H 8.68 -30.19 4.26
H 9.52 -24.50 7.18
H 7.92 -21.80 6.40
H 7.34 -24.80 -0.27
O 3.07 -24.81 6.74
H 4.90 -22.46 -1.95
H 5.17 -26.33 -2.82
C 4.57 -21.59 9.98
H 2.72 -23.45 1.64
O 3.18 -25.53 -0.23
H 7.47 -21.09 2.71
H 12.62 -21.77 3.60
C 5.91 -25.58 -2.59
H 8.34 -27.05 2.38
H 5.49 -24.69 -3.02
O 0.93 -25.93 6.80
H 10.09 -21.41 1.59
O 3.65 -28.82 -0.16
O 0.69 -26.50 2.75
H 7.83 -26.73 -2.62
H 8.71 -28.22 5.70
*
```

Computed properties:
Expectation value of S²: 4.1391



C3H3NO | ωB97M-V/def2-TZVPD

```
! RIJCOSX wB97M-V def2-TZVPD def2/J DEFGRID3
* xyz 0 1
H -0.41 -0.18 2.05
O -0.61 1.22 0.51
H 1.01 -1.31 0.54
C 0.13 0.02 -1.13
H 0.33 -0.20 -2.17
N -0.36 1.20 -0.86
C 0.21 -0.79 0.06
C -0.31 0.03 0.99
*
```

Computed properties:
Structure (SMILES): c1cnoc1



C5H12 | ωB97M-V/def2-TZVPD

```
! RIJCOSX wB97M-V def2-TZVPD def2/J DEFGRID3
* xyz 0 1
H -0.70 -1.34 2.56
H 1.50 -0.19 1.03
H -1.69 -0.82 -0.95
H -0.61 -0.27 -2.33
H 1.18 1.55 -1.94
H 1.98 0.35 -0.86
C 0.33 0.17 1.06
H -0.81 1.40 -0.15
H 1.48 2.08 -0.28
H -0.68 -2.04 0.77
C -0.77 -0.96 1.48
H -0.21 -1.67 -1.21
H 0.22 1.03 1.86
C -0.64 -0.60 -1.25
C -0.04 0.61 -0.33
H -1.77 -0.47 1.41
C 1.23 1.18 -0.89
*
```

Computed properties:
Structure (SMILES): CCC(C)C



C40H23CaF15GeN3O6PS2 | ωB97M-V/def2-TZVPD

```
! RIJCOSX wB97M-V def2-TZVPD def2/J DEFGRID3
* xyz -2 1
H -2.50 -3.52 -5.16
O -2.61 -3.40 -0.80
P -1.92 -3.80 -2.21
F -3.30 6.28 0.83
Ge 0.20 2.15 1.87
F -2.09 4.67 2.54
H -4.25 -2.95 0.32
C -0.74 3.67 0.84
S -2.10 0.54 -2.76
H 1.45 -1.32 4.44
F 1.46 5.36 1.58
H 2.50 0.86 -4.61
C 3.25 -3.74 -1.20
H 1.03 -4.39 -3.49
H 3.06 -4.61 -4.90
S -1.39 0.14 -0.86
N -0.15 -2.08 1.61
H -3.80 -1.72 -0.88
F 0.55 2.99 5.23
H -3.00 -7.17 -2.15
C -2.36 5.42 0.38
Ca 0.63 -1.87 -0.81
F -4.46 1.21 4.19
C -3.90 -2.78 -0.70
H -2.95 -1.81 -4.93
C -2.03 5.42 -0.95
H -2.35 -6.21 -0.81
C -1.73 -1.46 3.30
C 0.85 -1.92 2.47
F -2.75 1.54 2.17
O 0.41 -1.60 -3.08
C 0.61 -1.49 3.78
C 3.15 -4.38 -3.85
H -2.18 -1.96 1.26
H 1.86 2.63 -6.23
F -3.68 1.74 6.74
H -2.76 -1.29 3.58
H -2.13 2.57 -4.64
C -1.54 2.35 5.96
C 1.12 2.21 -5.56
C -3.21 1.64 4.43
N 2.06 -3.94 -1.77
O -2.74 -5.20 -2.60
H -1.30 -2.32 -4.56
H -1.30 -6.65 -2.17
C 2.22 4.53 2.33
C -2.31 1.81 3.40
C 2.70 2.54 3.42
H 2.67 -3.00 2.65
F 3.78 6.33 2.44
H 5.37 -3.71 -1.38
C -1.41 -1.84 2.02
O 4.24 -3.81 0.96
C 4.26 4.32 3.54
C -0.19 2.68 -5.57
C -0.67 2.52 4.90
C -2.34 -2.63 -4.55
C -1.00 2.24 3.59
H -0.49 3.47 -6.25
F 4.72 2.29 4.65
H -0.88 -0.91 5.21
C 1.80 3.25 2.64
F -2.65 6.26 -1.80
F 0.56 2.95 -1.00
C -0.68 -1.26 4.20
C 4.39 -4.17 -3.25
H -4.60 -3.23 -1.40
C -2.31 -6.36 -1.89
F 2.39 1.27 3.80
F -0.72 4.58 -2.70
C -2.82 1.91 5.72
F -1.16 2.63 7.22
C -1.72 4.56 1.25
C 3.42 5.07 2.76
C -0.43 3.72 -0.51
C 1.48 1.22 -4.65
C 2.26 -2.21 2.02
C 0.98 -0.47 -2.90
C 3.30 -3.36 0.27
C 3.90 3.03 3.88
C 4.44 -3.86 -1.91
H 5.30 -4.25 -3.84
N 2.31 -2.56 0.62
C -0.78 1.14 -3.78
H 2.86 -1.32 2.24
O 1.85 -0.29 -2.02
C -1.12 2.16 -4.68
C -1.06 4.56 -1.41
F 5.43 4.83 3.97
C 2.02 -4.25 -3.07
C 0.54 0.67 -3.79
O -2.78 -2.86 -3.20
*
```



C20H38NO2 | ωB97M-V/def2-TZVPD

```
! RIJCOSX wB97M-V def2-TZVPD def2/J DEFGRID3
* xyz 1 1
H 1.92 1.65 -5.61
C -1.62 -2.76 3.53
C -3.42 -1.00 2.17
C -1.69 1.18 5.35
C 0.83 -1.55 -4.69
H -0.98 3.19 1.65
H 0.06 -2.18 -5.14
H -0.50 -1.57 5.37
H 0.31 4.73 -1.53
H 1.74 0.40 -2.82
H 0.54 1.43 2.42
H 0.50 -1.36 -3.66
H -3.58 1.11 3.04
H -0.29 2.35 -1.22
H -2.98 -0.34 6.63
O -1.28 -5.01 4.80
H -2.07 2.23 5.00
H -1.57 0.44 7.62
H 1.08 -0.43 -6.52
H 1.38 4.02 -0.32
H -3.15 1.50 7.08
C 0.34 4.29 -0.53
O 0.45 -4.51 3.16
C 2.63 -2.77 -6.01
C -0.63 2.44 0.93
H 0.03 5.06 0.19
H 1.42 2.68 1.57
H 0.70 1.70 -3.44
H 0.28 -0.90 1.33
C 1.69 1.24 -3.53
C -2.70 -2.51 2.32
H 2.00 -3.23 -4.03
H 3.56 -3.35 -5.92
C -2.36 0.68 6.79
H 2.30 0.51 0.95
H 2.94 0.35 -5.03
H 1.89 -3.40 -6.51
C 1.94 0.78 -4.95
H -0.48 -0.21 -0.12
H 0.99 -1.17 -0.28
H -1.39 1.65 0.92
C 0.89 -0.23 -5.46
C -0.82 -4.15 3.85
C -0.58 3.09 -0.46
H -4.20 -0.75 1.32
H -2.96 -3.37 1.58
H 2.93 -1.75 -4.14
C 1.34 0.81 0.52
H -0.10 0.24 -5.41
C 2.15 -2.34 -4.64
C 0.48 -0.44 0.36
N -3.10 0.16 3.14
H 2.85 -1.91 -6.66
C -2.09 -0.02 4.26
H -1.60 3.41 -0.73
H -0.50 1.19 5.39
H 1.56 1.23 -0.47
H 2.44 1.97 -3.23
C 0.70 1.86 1.43
H 1.06 -4.89 3.88
C -1.29 -1.46 4.51
*
```



C15H21Cl2F4IKMgNNaO13S2 | ωB97M-V/def2-TZVPD

```
! RIJCOSX wB97M-V def2-TZVPD def2/J DEFGRID3
* xyz -1 1
C -5.08 3.93 2.59
C -0.11 5.41 1.40
H -1.39 3.76 0.95
O -0.48 -5.01 -4.99
H 4.51 -1.24 -0.08
H -2.12 4.96 1.98
H 6.79 -2.47 -2.45
Na 6.12 -3.85 -3.47
H -1.46 -6.15 -6.32
H 6.52 -2.21 -0.69
Cl 3.58 -5.26 -0.44
O -4.96 6.29 3.57
H -0.56 0.17 2.70
H 1.42 1.30 1.67
O -6.39 0.23 -1.18
H -0.57 0.09 0.94
F -4.57 4.34 1.40
C 6.20 -2.76 -1.57
C 0.46 2.79 2.88
O 2.06 -0.39 -1.03
H -0.40 5.99 0.51
C -1.18 4.42 1.79
C 4.02 -1.72 -0.91
C -0.81 3.63 3.03
N -6.70 0.75 -0.10
F -0.95 -2.63 -1.62
F -5.80 2.85 2.35
H 2.10 -4.40 -2.96
C 0.45 1.81 1.71
H 0.35 2.35 0.75
H -0.07 -5.06 -4.12
H -0.67 4.30 3.88
H 0.12 6.13 2.19
S 0.26 -3.54 -1.21
C 2.50 -3.49 -2.55
O -1.93 -6.73 -6.94
K -2.08 -4.57 0.28
H -1.93 -6.23 -7.76
H -1.64 1.22 1.77
O 0.23 -4.79 -1.90
O 5.87 -4.56 -0.11
O -7.05 5.59 2.51
C 3.84 -3.03 -2.95
O 4.23 -3.05 -4.10
Cl 1.46 -2.13 0.90
C 6.31 -4.29 -1.14
F -4.01 3.53 3.33
O -6.40 4.65 4.68
O -6.66 0.07 0.94
H 0.62 2.24 3.81
C -0.65 0.76 1.79
C 2.57 -1.49 -1.10
Mg 2.00 4.21 0.11
C 1.87 -2.77 -1.63
C 4.68 -2.47 -1.78
S -5.99 5.29 3.45
I 7.19 -5.95 -2.36
O -7.02 1.93 -0.07
H 1.34 3.44 2.77
O 0.13 -3.90 0.23
H 0.80 4.86 1.17
H -1.65 2.99 3.29
*
```



C19H28ClCrO6 | ωB97M-V/def2-TZVPD

```
! RIJCOSX wB97M-V def2-TZVPD def2/J DEFGRID3
* xyz 0 4
Cr -0.65 -1.04 0.63
H -1.01 -3.09 -1.72
H -2.33 -2.16 3.41
C 1.38 -1.76 -2.67
O -0.27 -0.53 -1.24
H 2.14 -1.04 0.11
C -2.46 0.52 1.40
C 0.85 4.51 -1.25
H 0.54 0.14 -4.07
O 0.19 -0.90 4.87
C 1.46 -1.64 0.71
C 1.74 2.59 -0.03
C -0.05 -3.27 1.44
H 1.16 5.43 -0.71
H -1.51 1.06 -2.07
C -1.10 -2.41 -2.58
H 1.87 3.56 -2.93
H 2.06 -1.00 -2.27
H -0.77 -4.09 1.41
H -2.03 0.46 3.60
C 0.46 3.44 -0.19
O 2.66 2.85 -1.12
H 0.20 -2.83 3.61
H 2.88 4.71 -1.97
C 1.41 -1.62 2.17
H -3.30 -0.42 -0.51
C 2.11 3.93 -1.91
C -0.33 -0.16 -3.47
H -0.38 2.82 -0.55
H 0.31 1.37 -2.04
H 0.58 -3.23 -0.70
H 1.51 -2.74 -2.16
H -2.10 -1.95 -2.64
O 1.83 0.84 5.03
H -3.17 -2.75 0.90
O 0.73 0.42 2.91
Cl 0.58 0.44 4.43
C -2.21 -0.07 2.68
H 0.15 3.94 0.75
O -0.49 1.37 4.75
C -0.06 -1.32 -2.51
H 0.02 4.71 -1.96
C -2.79 -1.77 1.23
C 0.62 -2.76 0.27
H 2.17 -1.16 2.77
H -1.01 -3.03 -3.47
H -2.49 1.60 1.18
C -0.50 0.64 -2.21
H -1.21 -0.36 -4.07
H 1.52 1.51 -0.11
C -2.85 -0.53 0.49
C -2.41 -1.46 2.58
H 1.65 -1.92 -3.73
H 2.24 2.79 0.95
C 0.47 -2.61 2.58
*
```

Computed properties:
Expectation value of S²: 3.9801



| no. | total energy (Ha) |
| --- | --- |
| 1 | -5283.0661 |
| 2 | -246.0240 |
| 3 | -197.6335 |
| 4 | -7544.3041 |
| 5 | -989.5051 |
| 6 | -4992.7510 |
| 7 | -2696.4388 |